Computed, not measured: C56H41Cl4N4OTa as an isolated structure, with ωB97M-V with the def2-TZVPD basis set.

Last column: Löwdin charge in e.
Geometry (Å):
Ta 0.12750 0.31718 0.49838  2.04
Cl -8.74711 -1.91830 3.09096  0.72
C -7.21571 -1.20975 2.72179  -0.65
C -6.78193 -1.12433 1.38603  -0.05
C -5.44216 -0.73397 1.17641  -0.03
C -4.52660 -0.49100 2.24078  -0.21
C -4.98029 -0.70712 3.50178  -0.06
C -6.28831 -1.12301 3.76315  -0.08
C -3.15884 -0.16202 1.80729  -0.03
C -2.12399 -1.00626 2.26643  -0.22
C -2.37009 -2.10478 3.16782  0.05
C -1.19788 -2.77606 3.34360  0.04
C -0.13968 -1.97748 2.77637  -0.14
C 1.17188 -2.50599 2.59566  -0.04
C 1.57763 -3.85757 3.16368  -0.17
C 2.39067 -4.75950 2.49466  -0.04
C 2.88173 -5.92823 3.13976  -0.06
C 2.77685 -6.03465 4.50989  -0.61
Cl 3.62640 -7.25018 5.48173  0.68
C 2.02870 -5.06265 5.19112  -0.09
C 1.39440 -4.05838 4.54189  -0.05
C 2.10114 -1.82454 1.86442  -0.17
N 1.87922 -0.45334 1.32920  -0.07
C 3.15919 0.11897 1.09100  -0.23
C 3.45926 1.45863 0.81582  -0.04
C 4.88378 1.84266 0.46865  -0.17
C 5.44481 2.92765 1.16173  -0.04
C 6.74703 3.38999 0.83049  -0.04
C 7.51641 2.59268 -0.07355  -0.66
Cl 9.16338 2.99496 -0.36418  0.73
C 7.04761 1.40306 -0.60582  -0.08
C 5.70092 1.04564 -0.38849  -0.01
C 2.47733 2.40027 0.57990  -0.22
C 2.70060 3.78579 0.50685  0.04
C 1.52539 4.38007 0.13812  0.03
C 0.51453 3.40268 -0.02427  -0.14
N 1.12970 2.10549 0.25685  -0.06
C -0.79987 3.48012 -0.64046  -0.01
C -1.74328 2.48218 -0.36298  -0.22
C -3.11864 2.66371 -0.59125  0.06
C -3.80925 1.69306 0.13545  0.05
C -2.88929 0.91937 0.87154  -0.14
N -1.56126 1.42386 0.58266  -0.09
C -1.05464 4.45095 -1.78211  -0.20
C -1.66339 4.10763 -2.97222  -0.03
C -1.75280 5.03975 -4.01652  -0.09
C -1.31273 6.35074 -3.84762  -0.70
Cl -1.23654 7.29224 -5.24133  0.78
C -0.88255 6.77764 -2.58591  -0.04
C -0.75504 5.78725 -1.59929  -0.03
C 4.08312 -0.87907 1.27541  0.02
C 3.49763 -2.03980 1.82763  0.06
N -0.76873 -0.95705 1.99130  -0.05
H -7.37825 -1.27490 0.49332  0.12
H -5.10113 -0.44963 0.17182  0.10
H -4.39096 -0.32270 4.34180  0.14
H -6.73453 -1.21203 4.80260  0.14
H -3.36887 -2.37191 3.48468  0.12
H -1.03345 -3.61822 3.92013  0.10
H 2.70489 -4.55902 1.45298  0.13
H 3.39002 -6.73414 2.56124  0.13
H 1.77205 -5.14073 6.25838  0.13
H 0.65926 -3.54283 5.11089  0.11
H 4.88465 3.51990 1.89534  0.12
H 7.23172 4.31014 1.21411  0.12
H 7.63530 0.80995 -1.22999  0.09
H 5.17645 0.29013 -0.93458  0.11
H 3.70669 4.19360 0.51955  0.12
H 1.37308 5.45565 0.03075  0.12
H -3.53529 3.43921 -1.16112  0.12
H -4.85187 1.48275 0.18878  0.11
H -2.17117 3.11719 -3.16066  0.14
H -2.07613 4.83046 -5.01749  0.10
H -0.48163 7.76992 -2.53990  0.11
H -0.45244 6.06528 -0.54338  0.13
H 5.18941 -0.82708 1.21715  0.14
H 4.03625 -2.88212 2.30568  0.14
C -1.06066 -3.61484 -0.58584  -0.06
C -2.08319 -3.07236 -1.68047  -0.32
C -3.49800 -3.00872 -0.96456  -0.07
C -1.81317 -1.78845 -2.45254  -0.11
C -2.75009 -1.26693 -3.34864  -0.03
C -2.39042 -0.35847 -4.36093  -0.06
C -1.08028 0.05663 -4.47210  -0.04
C -0.15053 -0.31717 -3.51578  -0.15
C 1.34740 -0.11675 -3.78426  -0.32
C 1.62026 1.38532 -3.84723  -0.06
C 2.24937 -0.89709 -2.80274  -0.03
C -0.60591 -0.95328 -2.38005  -0.21
O -0.17112 -0.58052 -1.11877  -0.26
H -1.27457 -2.93494 0.28782  0.05
H 0.01147 -3.56683 -0.90573  0.08
H -1.36900 -4.66012 -0.23993  0.11
H -2.26945 -3.89510 -2.46007  0.16
H -3.51954 -2.17932 -0.21158  0.06
H -3.69784 -4.00672 -0.49310  0.10
H -4.30927 -2.90677 -1.68285  0.06
H -3.74884 -1.80300 -3.38401  0.13
H -3.14817 -0.04121 -5.04712  0.11
H -0.91856 0.82543 -5.23347  0.13
H 1.47399 -0.42324 -4.78808  0.13
H 2.49988 1.56881 -4.50245  0.09
H 1.78963 2.00473 -2.93127  0.08
H 0.72898 1.79811 -4.37892  0.07
H 2.69651 -0.18771 -2.08566  0.07
H 2.94997 -1.55682 -3.32300  0.09
H 1.62081 -1.54076 -2.17897  0.05

Cartesian forces (eV/Å) of the 6 atoms listed first:
0.2 -2.3 -1.3
-0.2 0.5 -0.1
0.8 -2.0 -0.5
1.6 1.0 0.2
-0.6 0.6 0.2
-1.2 -0.3 -3.1

Output
Kohn-Sham gap (spin up / spin down) in eV: 4.829 / 4.834
Relative energy (zero: lowest compared OMol25 entry of this formula, charge and spin) in kcal/mol: 4.9
F_max in hartree/bohr: 0.08548
2S+1: 1
Net charge: +2


Computed, not measured: C56H42IMoN4O4S2Si as an isolated structure, with ωB97M-V with the def2-TZVPD basis set.

Last column: Löwdin spin population.
Geometry (Å):
Mo 0.24476 0.02006 0.33373  0.90
C 0.33031 -2.24448 4.41764  0.00
C 1.55862 -2.44858 3.58385  0.00
N 2.45187 -3.33890 3.95293  0.00
C 3.57502 -3.52259 3.22581  0.00
C 3.88320 -2.77884 2.11671  0.00
C 5.15951 -2.99775 1.34814  0.00
O 5.89577 -4.06420 1.92644  0.00
C 2.95401 -1.79379 1.71908  0.00
C 3.28749 -0.80342 0.73803  0.01
N 2.52291 0.11553 0.25668  -0.01
C 3.14479 1.17387 -0.45477  0.00
C 4.48355 1.54080 -0.34719  0.00
C 4.93513 2.66869 -1.00488  0.00
C 4.04129 3.45808 -1.71687  0.00
C 2.70788 3.10017 -1.80313  0.00
C 2.25056 1.92620 -1.20009  0.00
I 0.08577 2.34083 1.81984  0.05
C 1.75186 -1.65458 2.42504  0.01
O 0.91359 -0.71688 2.07141  0.01
H 0.44247 -2.77453 5.36116  0.00
H -0.55672 -2.61236 3.89736  0.00
H 0.16260 -1.18177 4.59830  0.00
H 4.24857 -4.29503 3.56685  0.00
H 5.76270 -2.07963 1.35761  0.00
H 4.90949 -3.22683 0.30541  0.00
H 6.62729 -4.27112 1.34049  0.00
H 4.32298 -0.78822 0.41202  0.00
H 5.16637 0.98278 0.27975  0.00
H 5.97388 2.96104 -0.92282  0.00
H 4.38266 4.37536 -2.17961  0.00
H 2.01434 3.74678 -2.31814  0.00
S -1.60589 -1.31824 1.61487  0.11
C -3.21357 -1.30168 0.96838  0.06
C -3.81692 -2.51754 0.61956  -0.01
C -5.09358 -2.56218 0.09415  0.05
C -5.68647 -3.82820 -0.24776  0.01
N -6.16318 -4.84082 -0.51032  0.02
C -5.79756 -1.36386 -0.15181  -0.01
C -5.23088 -0.16002 0.21893  0.06
C -3.98199 -0.11581 0.86514  0.05
S -3.52141 1.32117 1.67667  0.63
C -7.09358 -1.38174 -0.77378  0.00
N -8.12911 -1.37699 -1.27374  -0.01
H -3.25829 -3.43556 0.74516  0.00
H -5.77799 0.76073 0.06955  0.00
C 0.86015 1.42039 -1.20773  -0.02
C -0.03153 1.74483 -2.14525  0.03
C 0.24338 2.50354 -3.39443  0.00
C -0.22407 3.80065 -3.59689  0.00
C 0.04697 4.47678 -4.77815  0.00
C 0.78704 3.86524 -5.78013  0.00
C 1.26009 2.57462 -5.58690  0.00
C 0.99077 1.90140 -4.40548  0.00
H -0.77355 4.30068 -2.80923  0.00
H -0.31805 5.48776 -4.91102  0.00
H 0.99533 4.39041 -6.70369  0.00
H 1.83965 2.08476 -6.35974  0.00
H 1.36279 0.89448 -4.25795  0.00
O 0.71389 -1.61536 -0.59141  0.07
Si 0.66871 -3.14203 -1.14599  0.01
C 1.43673 -4.41205 -0.01458  0.00
C 2.58946 -5.12082 -0.35450  0.00
C 3.06169 -6.14416 0.46109  0.00
C 2.38279 -6.46927 1.62485  0.00
C 1.23597 -5.76884 1.97995  0.00
C 0.76845 -4.74972 1.16642  0.00
C 1.65006 -3.05455 -2.75655  0.00
C 2.47823 -1.95847 -3.01669  0.00
C 3.19058 -1.85814 -4.20473  0.00
C 3.08919 -2.86025 -5.16026  0.00
C 2.27231 -3.95761 -4.92229  0.00
C 1.56009 -4.04951 -3.73317  0.00
C -1.03035 -3.84527 -1.54352  0.00
C -1.17105 -5.23492 -1.65408  0.00
C -2.34780 -5.80434 -2.12141  0.00
C -3.40890 -4.99271 -2.50070  0.00
C -3.29871 -3.61636 -2.37323  0.00
C -2.13017 -3.05490 -1.87890  0.00
H 3.11399 -4.88148 -1.27385  0.00
H 3.95677 -6.68969 0.18589  0.00
H 2.75290 -7.26055 2.26506  0.00
H 0.71840 -6.00651 2.90072  0.00
H -0.13317 -4.20848 1.44389  0.00
H 2.54561 -1.15697 -2.28771  0.00
H 3.81815 -0.99308 -4.38584  0.00
H 3.63843 -2.78291 -6.09064  0.00
H 2.18223 -4.73831 -5.66805  0.00
H 0.90978 -4.90248 -3.56872  0.00
H -0.34808 -5.88069 -1.36704  0.00
H -2.44436 -6.88138 -2.18427  0.00
H -4.32775 -5.43535 -2.86344  0.00
H -4.13217 -2.97603 -2.63995  0.00
H -2.07790 -1.98470 -1.72951  0.00
C -2.41864 2.27211 -1.56740  0.01
C -1.40675 1.18424 -1.90169  0.00
O -1.29734 0.34500 -0.75602  -0.02
C -1.80910 0.34838 -3.11622  0.00
C -0.90895 -0.63435 -3.52566  0.00
C -1.13620 -1.40301 -4.64905  0.00
C -2.28784 -1.19170 -5.40104  0.00
C -3.18780 -0.21372 -5.01205  0.00
C -2.94792 0.55729 -3.87647  0.00
H -2.10492 2.77990 -0.65580  0.00
H -3.40220 1.83340 -1.40074  0.00
H -2.48986 2.99435 -2.38017  0.00
H -0.00994 -0.78791 -2.93986  0.00
H -0.42257 -2.16811 -4.93140  0.00
H -2.48020 -1.78826 -6.28411  0.00
H -4.08539 -0.04375 -5.59369  0.00
H -3.66367 1.31846 -3.59428  0.00

Cartesian forces (eV/Å) of the 6 atoms listed first:
-0.3 0.3 -1.1
0.0 -0.1 0.0
-0.2 0.1 0.2
0.0 -0.1 0.0
-0.1 0.0 0.0
0.0 0.0 0.0

Output
Kohn-Sham gap (spin up / spin down) in eV: 6.601 / 5.852
Relative energy (zero: lowest compared OMol25 entry of this formula, charge and spin) in kcal/mol: 0.0
F_max in hartree/bohr: 0.02272
2S+1: 3
Expectation value of S²: 2.035
Net charge: -1